[1]
Computed, not measured: a single C7H10O2 molecule at a distorted geometry, with ωB97M-V with the def2-TZVPD basis set.

XYZ file:
```
19
Properties=species:S:1:pos:R:3:forces:R:3
C -2.0197 -1.6628 -3.0424 4.112 17.285 1.714
C -1.1487 -1.4811 -1.8872 3.607 -6.147 -3.041
C -1.2371 -0.7151 -0.8935 -1.514 2.296 4.505
C -0.3525 -0.5560 0.2883 1.620 0.638 2.222
C 1.2046 -0.8814 0.1265 -2.325 1.714 0.729
C 0.6628 0.5721 0.1805 -1.192 -10.242 12.896
C 1.0372 1.3028 1.5391 -5.187 -0.904 -5.892
O 1.9627 1.1849 2.1821 5.658 -0.898 3.915
O 0.0755 2.1847 1.7473 -0.413 2.477 1.584
H -2.2931 -2.4282 -3.2602 -5.290 -16.864 -3.626
H -2.9695 -1.0467 -3.1034 1.167 -0.102 0.521
H -1.4269 -1.3724 -3.9500 -0.402 0.141 0.560
H -0.2070 -2.3558 -1.9580 -2.388 2.831 0.406
H -2.1785 -0.1850 -0.7601 0.054 0.458 -0.317
H -0.8032 -0.5372 1.4881 1.028 -0.584 -3.922
H 1.7561 -1.1262 0.9989 0.159 -0.405 0.759
H 1.6359 -1.3101 -0.7564 -0.390 0.105 -0.554
H 0.8741 1.1226 -0.4516 2.478 9.159 -11.611
H 0.4272 2.8121 2.4493 -0.782 -0.959 -0.850
```
Forces are in eV/Å.

## Properties
HOMO in eV: -9.41
Multiplicity: 1
LUMO energy in hartree: 0.027
Energy in eV: -11510.0205
SMILES string: C/C=C/[C@H]1C[C@@H]1C(=O)O
Energy above the lowest of the compared OMol25 structures with the same formula, charge and spin in kcal/mol: 134.6

---

[2]
Computed, not measured: a single C7H10Si molecule at a distorted geometry, with ωB97M-V with the def2-TZVPD basis set.

XYZ file:
```
18
Properties=species:S:1:pos:R:3:forces:R:3
C -1.0829 -1.5121 0.9335 0.120 -2.148 0.853
C -1.5859 -0.5217 1.6722 -0.998 0.318 1.717
C -0.1543 -1.6012 -0.2003 1.274 -0.182 -0.115
C -1.5520 0.9965 1.5829 -1.773 -1.383 1.686
C 0.1466 -0.8137 -1.2186 -0.204 -1.198 1.006
C -0.5624 1.7390 1.2029 0.181 0.856 -1.682
C 1.1114 -0.7445 -2.3199 -2.243 -2.944 -2.174
Si 0.9012 2.1972 0.1512 0.626 1.455 0.403
H -1.1988 -2.6001 1.3236 -0.267 2.118 -0.297
H -2.1393 -0.7816 2.6661 0.910 0.030 -2.090
H 0.5270 -2.5124 -0.0282 -0.815 1.090 -0.653
H -2.5006 1.3350 2.1951 1.871 0.152 -1.277
H 1.7704 -1.6971 -2.5140 -1.339 1.373 0.665
H 0.4102 -0.6477 -3.2890 2.169 0.437 1.770
H 1.7551 0.0152 -2.0282 1.294 1.863 -0.585
H 1.4470 3.6353 0.6891 -0.704 -1.700 -0.766
H 0.8285 2.3322 -1.4715 -0.232 -0.379 2.126
H 1.8789 1.1817 0.6529 0.130 0.242 -0.585
```
Forces are in eV/Å.

## Properties
HOMO (alpha / beta) in eV: -8.55 / -8.06
Multiplicity: 1
LUMO energy (alpha / beta) in hartree: -0.010 / -0.015
Energy in eV: -15290.6594
Energy above the lowest of the compared OMol25 structures with the same formula, charge and spin in kcal/mol: 122.5

---

[3]
Computed, not measured: a gas-phase ion, C7H11BrN5 (charge +1) at a distorted geometry, with ωB97M-V with the def2-TZVPD basis set.

XYZ file:
```
24
Properties=species:S:1:pos:R:3:forces:R:3
C -3.0025 0.9677 1.0367 2.104 0.395 0.237
C -2.2176 -0.4974 -0.3528 1.770 -0.017 -0.079
C -1.3442 -1.5748 -0.8225 0.468 -1.909 1.372
C -0.1310 -1.7774 0.0872 0.971 1.999 -0.483
C 1.4145 1.6621 0.2335 1.415 -1.751 2.481
C 0.3517 -0.5224 0.7664 -0.764 0.871 0.434
C 0.3370 2.2028 1.1189 -0.976 -1.928 -1.152
N -3.8912 0.6353 0.1536 -2.749 3.947 2.918
N -3.4302 -0.2269 -0.6457 -0.181 -3.400 -3.470
N -1.8466 0.2769 0.7057 -1.299 -0.244 -0.766
N -0.6956 0.2549 1.3637 2.856 2.442 2.126
N 0.8570 0.4501 -0.3540 -0.670 -0.941 -0.849
Br 0.7907 2.9691 2.6663 0.382 0.414 1.545
H -2.8634 1.7657 1.7659 -0.984 -0.328 -0.115
H -1.8569 -2.5311 -0.6922 -0.426 0.174 -0.448
H -0.9606 -1.6040 -1.7988 -0.154 0.644 -1.745
H -0.3249 -2.4231 0.8695 -0.388 -1.685 1.445
H 0.7616 -2.0727 -0.4383 0.054 -0.961 -0.431
H 1.6217 2.3382 -0.5366 0.652 1.158 -1.125
H 2.3855 1.3079 0.8063 -1.920 1.035 -1.143
H 1.1395 -0.7177 1.5583 -0.613 0.580 -1.295
H -0.3462 2.8307 0.5591 -0.645 -0.385 0.051
H 0.0197 0.5876 -0.9333 -0.567 0.781 0.620
H 1.3929 0.0888 -1.1175 1.666 -0.891 -0.128
```
Forces are in eV/Å.

## Properties
HOMO (alpha / beta) in eV: -12.52 / -12.52
Multiplicity: 1
LUMO energy (alpha / beta) in hartree: -0.184 / -0.184
Energy in eV: -84918.4789
Energy above the lowest of the compared OMol25 structures with the same formula, charge and spin in kcal/mol: 54.8
Charge: +1

---

[4]
Computed, not measured: a gas-phase ion, C7H11BrNO (charge +1) at a distorted geometry, with ωB97M-V with the def2-TZVPD basis set.

XYZ file:
```
21
Properties=species:S:1:pos:R:3:forces:R:3
C -2.4814 2.2365 0.0370 1.779 3.077 -0.496
O -2.0132 1.1370 -0.7051 -0.802 1.507 -0.897
C -1.2487 0.2453 -0.1857 1.737 -2.731 -0.930
C -0.9928 0.0224 1.1088 -1.615 1.055 2.351
C -0.3407 -1.1336 1.6706 -0.573 -0.313 0.647
C 0.5109 -1.9653 1.0853 1.435 -0.465 -0.733
C 1.3364 -1.7100 -0.0638 0.073 3.003 -0.773
C 1.7599 -0.4796 -0.4598 0.506 0.261 2.611
N 2.4412 -0.2633 -1.7367 -0.028 0.742 -0.425
Br 1.9094 1.1359 0.5645 -0.244 -0.794 -0.490
H -3.4954 2.2351 0.1899 -2.542 -0.993 0.776
H -2.4307 3.1493 -0.6229 0.542 -0.959 0.327
H -1.9545 2.5361 0.9708 -0.075 -0.834 -0.697
H -0.8005 -0.4030 -1.0449 -0.939 0.952 1.806
H -1.5729 0.6647 1.8596 0.987 -0.970 -1.179
H -0.5640 -1.5873 2.6693 -0.714 1.311 -0.782
H 0.6226 -2.8783 1.6081 0.590 -0.953 0.102
H 1.7043 -2.3861 -0.7871 -0.159 -1.733 -0.378
H 3.2473 -0.8885 -1.9077 -0.227 0.485 -0.017
H 2.6630 0.7635 -1.8530 0.262 -1.326 0.301
H 1.6998 -0.4307 -2.3972 0.007 -0.324 -1.124
```
Forces are in eV/Å.

## Properties
HOMO in eV: -11.48
Multiplicity: 1
LUMO energy in hartree: -0.144
Energy in eV: -81007.0011
SMILES string: CO/C=C/C=C\C=C(\[NH3+])Br
Energy above the lowest of the compared OMol25 structures with the same formula, charge and spin in kcal/mol: 65.9
Charge: +1

---

[5]
Computed, not measured: a molecular structure, C7H11ClN4O4W at a distorted geometry, with ωB97M-V with the def2-TZVPD basis set.

XYZ file:
```
28
Properties=species:S:1:pos:R:3:forces:R:3
W -0.2118 0.3019 0.5521 1.435 2.153 -0.731
O -3.0774 -3.1163 3.4861 0.203 -1.092 -0.063
C -3.5035 -1.9225 3.7693 -0.095 1.053 -0.051
O -4.2233 -1.6552 4.6850 0.055 -0.045 -0.190
C -3.0602 -0.7523 2.8858 0.610 -0.267 -0.034
C -3.6123 0.5222 3.0067 0.241 -0.546 -0.145
N -3.0044 1.3329 2.1373 0.263 0.186 0.034
N -2.0654 0.6765 1.4312 -0.043 -0.336 -0.176
C -2.0965 -0.6212 1.8713 -1.294 -0.034 0.542
C -1.3626 -1.6663 1.0520 -1.309 -2.314 2.044
O -1.0934 -2.7593 1.4862 -0.280 0.677 -0.310
O -1.1052 -1.2362 -0.1619 0.752 0.411 -1.383
H -2.4229 -3.2501 2.7719 -0.155 0.452 0.215
H -4.4129 0.8307 3.6560 -0.112 0.165 0.083
H -3.2089 2.3177 1.9858 0.173 -0.221 -0.031
N 0.3747 2.4779 0.5597 -0.214 0.374 0.135
C 1.2537 2.7143 -0.6255 0.201 0.035 -0.687
C 0.7046 1.9315 -1.8124 0.041 0.870 0.073
N 0.6990 0.5050 -1.4250 -0.246 -0.589 -0.160
H -0.4025 3.1490 0.4897 0.187 -0.357 0.131
H 0.9039 2.7708 1.3941 -0.314 -0.239 -0.170
H 2.2626 2.3618 -0.3875 -0.144 0.107 0.060
H 1.3071 3.7776 -0.8744 0.020 -0.125 0.150
H 1.3260 2.1202 -2.6960 -0.187 -0.187 0.123
H -0.3272 2.2366 -2.0377 0.257 -0.087 -0.026
H 1.6726 0.1691 -1.4161 -0.361 -0.095 0.030
H 0.2027 -0.0608 -2.1349 0.277 0.190 0.366
Cl 1.7910 -0.0987 1.4353 0.038 -0.140 0.169
```
Forces are in eV/Å.

## Properties
HOMO (alpha / beta) in eV: -16.62 / -16.64
<S²>: 2.018
Multiplicity: 3
LUMO energy (alpha / beta) in hartree: -0.350 / -0.361
Energy in eV: -35919.7698
Energy above the lowest of the compared OMol25 structures with the same formula, charge and spin in kcal/mol: 36.4
Charge: +2

---

[6]
Computed, not measured: a single C7H11ClO2 molecule at a distorted geometry, with ωB97M-V with the def2-TZVPD basis set.

XYZ file:
```
21
Properties=species:S:1:pos:R:3:forces:R:3
O -3.0538 -1.7516 -0.0885 3.409 7.972 2.075
C -2.4594 -0.5655 0.0624 -0.728 -2.922 -2.136
C -1.4427 0.0956 -1.0412 0.394 0.451 0.584
C -0.3684 0.7984 -0.0215 -1.031 -0.046 0.359
C 0.5155 -0.1157 1.0132 1.747 0.269 -0.636
C 2.0589 -0.1764 0.3734 -1.216 -1.041 -0.177
C 1.9733 -1.3002 -0.8519 0.096 -0.683 2.108
Cl 3.0519 -0.8026 -2.2759 -1.144 -0.479 1.036
C -1.4845 1.5402 0.9595 1.655 -0.174 -3.267
O -2.4557 0.4170 1.1581 0.020 -1.503 -1.303
H -1.0167 -0.5855 -1.8932 -0.926 0.884 2.093
H -1.8841 1.0284 -1.6241 0.344 -2.002 1.365
H 0.2655 1.4797 -0.7546 -1.031 -1.062 2.169
H 0.1392 -1.2146 1.1565 0.499 2.110 -0.358
H 0.5932 0.3806 2.0960 -0.371 -0.976 -2.478
H 2.3601 0.8737 -0.0596 -0.454 -2.174 1.052
H 2.7867 -0.5914 1.1933 -1.184 1.102 -1.730
H 0.8490 -1.5205 -1.1373 2.558 0.688 0.114
H 2.4262 -2.3074 -0.3990 -1.014 2.196 -1.301
H -1.9147 2.3590 0.2055 0.336 -1.442 2.345
H -0.9397 1.9586 1.9289 -1.959 -1.165 -1.913
```
Forces are in eV/Å.

## Properties
HOMO in eV: -10.39
Multiplicity: 1
LUMO energy in hartree: 0.023
Energy in eV: -24050.6025
SMILES string: O=C1C[C@H](CCCCl)CO1
Energy above the lowest of the compared OMol25 structures with the same formula, charge and spin in kcal/mol: 59.1

---

[7]
Computed, not measured: a single C7H11FIN3 molecule at a distorted geometry, with ωB97M-V with the def2-TZVPD basis set.

XYZ file:
```
23
Properties=species:S:1:pos:R:3:forces:R:3
C -1.6503 -2.6983 -0.7119 -3.115 -1.684 1.304
C -1.8372 -1.3551 -1.2691 -0.720 0.242 -2.744
N -0.9215 -0.4597 -0.6351 -0.019 4.357 0.877
C -1.1361 0.9114 -0.5859 -0.070 -0.409 0.147
C -0.0808 1.4582 0.1063 -0.694 2.410 -0.244
C 0.0136 2.9833 0.2453 0.486 -3.217 4.695
C 0.7392 0.4162 0.4881 -1.149 -0.887 -1.476
C 2.0516 0.4139 1.1710 1.174 -0.415 0.556
N 3.0026 -0.4389 0.6395 2.199 0.009 -0.631
F 2.6651 1.6527 1.2757 -1.084 -0.709 -0.099
I 1.5348 -0.2424 3.3037 0.068 0.313 0.122
N 0.1976 -0.7140 0.0131 1.280 -2.026 0.320
H -0.6533 -3.0284 -0.7873 1.205 -0.184 0.459
H -2.2657 -3.4860 -1.1816 0.178 0.571 -0.473
H -2.1173 -2.7001 0.2914 1.115 -0.165 0.083
H -2.8961 -0.8695 -1.2008 1.899 -1.157 0.004
H -1.5726 -1.4739 -2.3839 -0.427 0.773 1.333
H -2.0202 1.4811 -0.9366 0.672 -0.971 -0.004
H -0.1105 3.2411 1.3908 0.212 0.003 -2.509
H 0.9139 3.2854 -0.1515 2.162 0.995 -0.439
H -0.7182 3.2788 -0.3769 -2.768 1.887 -1.577
H 4.0272 -0.2288 0.7885 -2.090 -0.116 0.165
H 2.8341 -1.4271 0.5072 -0.513 0.380 0.132
```
Forces are in eV/Å.

## Properties
HOMO in eV: -8.63
Multiplicity: 1
LUMO energy in hartree: 0.018
Energy in eV: -22724.3070
SMILES string: CCn1cc(C)c([C@@](N)(F)I)n1
Energy above the lowest of the compared OMol25 structures with the same formula, charge and spin in kcal/mol: 29.7

---

[8]
Computed, not measured: 2 unconnected molecules or ions with the total composition C7H11FN at a distorted geometry, with ωB97M-V with the def2-TZVPD basis set.

XYZ file:
```
20
Properties=species:S:1:pos:R:3:forces:R:3
C 1.3595 1.6602 -1.3045 0.056 0.216 -1.049
N 1.3186 1.3983 0.1686 0.155 0.116 0.343
H 1.6702 0.7514 -1.8468 -0.179 0.340 0.476
H 2.0767 2.4672 -1.5305 -0.312 -0.384 0.318
H 0.3631 1.9632 -1.6676 0.417 -0.212 0.394
H 0.6435 0.6379 0.3867 0.213 0.230 0.006
H 2.2562 1.1122 0.5158 -0.748 0.196 -0.167
H 1.0261 2.2527 0.6844 0.217 -0.699 -0.300
F -1.1444 -0.9002 -2.2993 0.087 0.030 0.440
C -0.7606 -1.0834 1.7923 0.110 0.063 0.378
C 0.0552 -1.8696 0.9783 0.281 -0.133 0.117
C -1.7069 -0.2349 1.2167 -0.132 0.251 0.174
C -0.0687 -1.8132 -0.4101 0.301 -0.114 -0.249
C -1.8432 -0.1671 -0.1699 -0.168 0.322 -0.186
C -1.0183 -0.9604 -0.9545 -0.071 -0.050 -0.186
H -0.6582 -1.1323 2.8845 -0.083 -0.008 -0.559
H 0.8013 -2.5388 1.4269 -0.401 0.301 -0.219
H -2.3511 0.3856 1.8535 0.291 -0.341 -0.312
H 0.5599 -2.4205 -1.0747 -0.356 0.253 0.336
H -2.5791 0.4915 -0.6499 0.321 -0.375 0.244
```
Forces are in eV/Å.

## Properties
HOMO in eV: -13.20
Multiplicity: 1
LUMO energy in hartree: -0.133
Energy in eV: -11638.4780
Energy above the lowest of the compared OMol25 structures with the same formula, charge and spin in kcal/mol: 0.7
Charge: +1

---

[9]
Computed, not measured: a gas-phase ion, C7H11FN3O (charge +1) at a distorted geometry, with ωB97M-V with the def2-TZVPD basis set.

XYZ file:
```
23
Properties=species:S:1:pos:R:3:forces:R:3
C -1.7714 -0.1852 0.9403 1.183 -0.114 -3.452
C -1.5224 -1.9627 -0.6836 -4.615 -1.170 0.305
C -0.6309 1.3756 -0.5743 -2.110 -0.881 0.783
C -0.3271 -0.5445 1.3296 -1.419 3.424 0.458
C 0.3234 -0.8564 0.0852 2.992 1.770 -1.970
C 2.2446 0.8318 0.6439 1.730 0.577 -1.666
C 1.8141 -0.3748 -0.1519 -0.672 -3.437 0.521
N -2.2848 -1.2602 0.0489 -0.792 0.101 0.251
N -0.2114 -1.7630 -0.7354 6.078 0.356 -2.241
N -0.9704 2.3374 -1.3937 -0.855 0.932 -0.169
O -1.7581 1.0630 0.1606 0.964 -0.638 -0.090
F 2.0595 -0.3476 -1.5140 -0.324 0.352 0.344
H -2.5075 0.0532 1.6507 -0.494 -0.288 1.425
H -1.9957 -2.8062 -1.2843 0.925 1.219 0.630
H 0.0640 0.3254 1.9465 0.074 -1.470 -0.922
H -0.3065 -1.4503 1.8235 -0.276 -1.959 1.830
H 2.9787 1.4823 0.0329 -1.314 -1.116 0.765
H 2.8147 0.4922 1.4851 0.185 -0.067 0.628
H 1.4166 1.4321 0.9495 -0.383 0.476 0.073
H 2.3393 -1.3646 0.1963 -0.309 1.785 -0.306
H 0.4393 -2.1345 -1.5870 -2.177 1.282 2.556
H -0.2936 2.8771 -1.8869 0.793 -0.177 -0.343
H -1.9146 2.7800 -1.4822 0.815 -0.959 0.590
```
Forces are in eV/Å.

## Properties
HOMO (alpha / beta) in eV: -13.54 / -13.54
Multiplicity: 1
LUMO energy (alpha / beta) in hartree: -0.178 / -0.178
Energy in eV: -16662.9449
Energy above the lowest of the compared OMol25 structures with the same formula, charge and spin in kcal/mol: 63.4
Charge: +1

---

[10]
Computed, not measured: a single C7H11IN4 molecule, with ωB97M-V with the def2-TZVPD basis set.

XYZ file:
```
23
Properties=species:S:1:pos:R:3:forces:R:3
C 2.5214 0.7759 0.4191 -0.117 -0.012 -0.037
C 1.8571 -0.2174 -0.5328 0.068 -0.012 -0.041
C 0.9069 -1.1939 0.1850 0.016 -0.032 0.036
C -0.5402 -1.1778 -0.3276 0.057 -0.124 -0.033
C -1.4282 -2.1013 0.5102 -0.038 -0.038 0.003
C -1.0833 0.2189 -0.3185 -0.132 0.074 0.022
N -1.4987 0.7499 -1.4704 0.035 -0.054 0.008
N -1.9706 1.9728 -1.4509 -0.019 0.038 0.092
C -1.9962 2.5867 -0.2753 0.033 0.074 -0.044
I -2.7124 4.5364 -0.2438 -0.002 -0.041 0.004
N -1.5913 2.0760 0.8841 -0.030 -0.006 -0.052
N -1.1264 0.8552 0.8565 0.030 -0.006 -0.006
H 3.1608 1.4774 -0.1197 0.014 -0.044 0.036
H 3.1303 0.2509 1.1595 -0.025 0.062 -0.021
H 1.7640 1.3541 0.9565 0.070 -0.032 0.009
H 2.6305 -0.7836 -1.0590 -0.049 0.055 -0.003
H 1.3172 0.3343 -1.3100 0.011 -0.038 0.027
H 1.2740 -2.2184 0.0812 -0.036 0.037 0.066
H 0.8858 -0.9749 1.2582 0.014 0.002 -0.066
H -0.5638 -1.5067 -1.3703 0.060 0.051 0.038
H -1.5840 -1.6865 1.5085 0.044 -0.018 -0.050
H -0.9500 -3.0768 0.6184 -0.034 0.031 -0.027
H -2.4028 -2.2514 0.0411 0.030 0.035 0.037
```
Forces are in eV/Å.

## Properties
HOMO in eV: -9.63
Multiplicity: 1
LUMO energy in hartree: -0.034
Energy in eV: -21496.2967
SMILES string: CCC[C@@H](C)c1nnc(I)nn1
Energy above the lowest of the compared OMol25 structures with the same formula, charge and spin in kcal/mol: 0.2